1.
{
  "formula": "C22H23ClMnO2P",
  "method": "ωB97M-V with the def2-TZVPD basis set",
  "elements": ["H", "H", "C", "O", "H", "C", "H", "C", "H", "Mn", "C", "C", "Cl", "O", "C", "C", "H", "H", "C", "C", "H", "H", "C", "H", "C", "C", "C", "H", "C", "H", "C", "H", "H", "C", "P", "H", "C", "H", "H", "C", "C", "H", "H", "H", "H", "C", "H", "C", "H", "C"],
  "xyz": [[-2.3373, -2.0377, -0.2168], [-4.8413, -0.9885, -3.5455], [3.5139, -2.0645, -1.2639], [-0.7217, -0.1235, 3.8614], [1.2548, 5.0604, -2.4435], [-2.4987, -1.4477, -1.1189], [-0.0154, -2.0727, -2.8780], [1.2198, -1.2753, -1.2994], [-1.4160, 2.3398, -0.4384], [-0.2715, -0.5467, 1.8419], [-0.1733, 3.8093, -1.4103], [0.9087, -0.7407, 5.5343], [1.5090, -1.8901, 2.3574], [0.1937, 2.3317, 2.1716], [-3.6926, -1.5862, -1.8249], [3.2778, -2.8275, -2.4092], [2.3764, 0.9286, -1.9388], [4.4944, -2.0718, -0.7860], [-0.4702, 2.5282, -0.9452], [2.0097, -2.8118, -2.9923], [1.8229, -3.3902, -3.8950], [2.6884, -0.7029, 0.1821], [-2.9313, 0.0171, -3.4603], [4.0803, -3.4265, -2.8425], [-1.2159, 0.6107, 6.0457], [1.0301, 4.0606, -2.0697], [-3.9105, -0.8613, -2.9946], [-1.4089, 0.1953, 1.1039], [0.4337, 1.4716, -1.1311], [-0.9977, 0.8974, -3.1059], [1.6489, 1.7262, -1.7868], [0.7759, -1.0428, 6.5789], [-1.3056, -1.2056, 1.0132], [-1.7477, 0.1883, -2.7475], [-0.0605, -0.2101, -0.5326], [-1.0778, 1.6941, 5.9034], [1.9465, 3.0193, -2.2471], [-0.8920, 0.3120, 7.0463], [-3.0840, 0.5845, -4.3775], [0.9783, -2.0601, -2.4318], [-1.5356, -0.5183, -1.5552], [-2.2709, 0.3566, 5.8655], [2.8968, 3.2060, -2.7458], [1.1760, -1.5927, 4.8961], [-4.4510, -2.2704, -1.4439], [0.1092, 1.1981, 1.9241], [1.7203, 0.0032, 5.4682], [2.5010, -1.2800, -0.7226], [-0.8876, 4.6134, -1.2504], [-0.3515, -0.1068, 5.0571]],
  "atomic_forces_ev_per_a": [[-0.160, 0.118, -0.262], [0.221, 0.082, 0.140], [0.141, 0.187, -0.028], [-0.159, -0.295, -0.150], [-0.046, -0.246, 0.147], [-0.153, 0.449, -0.217], [0.293, -0.077, 0.025], [0.398, -0.053, 0.571], [0.152, 0.159, -0.028], [1.296, -3.522, 1.147], [-0.799, -0.468, 0.356], [-0.137, -0.314, -0.209], [-0.940, 0.689, -0.646], [-0.278, -4.013, -1.053], [0.286, -0.356, 0.311], [-0.079, 0.187, 0.181], [-0.268, 0.216, 0.014], [-0.284, -0.011, -0.163], [-0.707, 1.772, -0.014], [-0.078, 0.046, -0.015], [-0.013, 0.122, 0.216], [0.053, -0.173, -0.182], [-0.003, -0.065, -0.053], [-0.284, 0.147, 0.141], [0.147, -0.338, -0.036], [-0.556, 0.506, 0.198], [0.163, 0.203, -0.175], [-0.498, 0.086, 0.466], [0.485, -1.051, 0.331], [-0.200, -0.278, -0.024], [0.925, 0.768, -0.289], [0.251, 0.083, -0.265], [-0.920, -0.750, -0.222], [-0.002, 0.380, 0.021], [1.018, -0.895, -2.971], [-0.076, -0.268, 0.093], [0.480, -1.838, 0.185], [-0.345, 0.342, -0.083], [0.002, -0.181, 0.220], [-0.346, -0.004, -0.042], [-0.536, -0.233, 0.861], [0.332, 0.180, 0.095], [-0.262, -0.092, 0.047], [-0.019, 0.310, 0.260], [0.200, 0.145, -0.203], [1.604, 8.706, 1.691], [-0.207, -0.153, 0.102], [0.000, -0.140, 0.168], [0.135, -0.163, -0.074], [-0.226, 0.094, -0.583]],
  "e_homo_ha": [-0.556, -0.550],
  "multiplicity": 5,
  "total_charge": 2,
  "s_squared": 6.16,
  "energy_ev": -80393.914
}

=====

2.
{
  "formula": "C7H12N2O4",
  "method": "ωB97M-V with the def2-TZVPD basis set",
  "elements": ["C", "H", "H", "C", "H", "C", "H", "H", "O", "O", "O", "C", "H", "C", "O", "C", "N", "C", "N", "H", "H", "H", "H", "H", "H"],
  "xyz": [[0.7385, -0.2838, 0.1003], [0.2099, 2.4955, -0.8586], [-4.3421, -0.9338, -1.2624], [3.2125, -0.6170, 0.1760], [-2.0809, 0.6168, -1.8370], [-0.4518, 0.9174, 0.1551], [-2.1550, -0.5130, 2.0409], [1.8718, 0.4922, -1.3677], [0.7782, -0.8654, 1.3744], [0.4601, -1.2511, -0.8246], [-0.2664, 1.8192, 1.2515], [-2.4473, 0.0952, -1.0333], [-0.1743, -1.0012, -1.5172], [-2.4590, -0.4003, 1.0706], [-0.3487, 1.7068, -0.9942], [-3.5391, -0.6126, -0.6861], [-3.5131, -0.9497, 0.5751], [2.0590, 0.3330, -0.3721], [-1.7533, 0.2608, 0.1355], [2.9673, -1.5297, -0.2966], [4.1278, -0.1261, -0.3839], [1.2528, -1.7430, 1.3428], [2.0689, 1.4016, 0.1024], [3.3995, -0.6427, 1.3183], [0.3847, 1.3305, 1.7908]],
  "atomic_forces_ev_per_a": [[-0.877, 2.057, 0.072], [-0.389, -0.739, 0.451], [-1.072, -0.330, -1.252], [1.487, 3.771, -1.425], [0.226, 0.797, -2.039], [1.534, -0.048, 0.478], [0.835, -0.053, 2.202], [0.681, -0.046, -2.629], [0.301, -0.713, 0.089], [-1.033, -1.348, -0.849], [0.333, -2.181, -0.414], [0.031, 0.126, 0.911], [0.125, 0.105, 0.480], [0.637, 0.045, -0.275], [-0.189, -0.313, -0.484], [-0.110, 0.036, -2.237], [-0.938, -0.807, 2.618], [-0.293, 1.351, 5.948], [0.755, 0.909, -0.406], [0.329, -1.451, -0.038], [-1.217, -1.532, 1.441], [-0.762, 1.422, -0.166], [0.601, -1.716, -0.645], [-0.639, 0.142, -2.155], [-0.358, 0.515, 0.326]],
  "e_homo_ha": -0.322,
  "de_lowest_kj_mol": 190.6,
  "smiles": "CCC(O)(O)C(O)(O)n1ccnc1",
  "energy_ev": -18622.169
}

=====

3.
{
  "formula": "C12H44O10",
  "method": "ωB97M-V with the def2-TZVPD basis set",
  "elements": ["H", "H", "H", "H", "H", "O", "H", "O", "C", "O", "H", "O", "O", "H", "H", "H", "H", "C", "H", "H", "H", "C", "C", "H", "H", "H", "H", "O", "H", "H", "H", "C", "H", "C", "H", "C", "H", "H", "C", "H", "H", "H", "H", "H", "C", "H", "H", "H", "H", "O", "H", "H", "C", "H", "O", "H", "H", "O", "H", "O", "H", "C", "H", "C", "H", "H"],
  "xyz": [[4.0618, 13.9484, 22.5924], [4.1305, 7.3990, 22.0440], [-0.3261, 12.2022, 22.2861], [1.6301, 16.1729, 19.1600], [1.4703, 13.4750, 23.7249], [1.6372, 8.1242, 21.1266], [-4.1902, 13.7274, 17.5071], [1.7910, 10.7119, 17.6598], [2.8549, 8.6879, 20.7362], [2.3999, 16.3655, 19.7003], [3.8701, 12.6799, 18.1933], [0.3954, 12.7939, 22.4995], [3.8808, 11.9907, 18.8574], [2.9889, 14.8581, 18.2066], [2.9847, 17.3913, 21.3450], [2.4855, 12.7957, 19.7790], [4.8953, 8.0556, 20.5162], [-1.7729, 14.3190, 19.7959], [0.4901, 15.2967, 17.5016], [4.9044, 12.6287, 23.4276], [1.0289, 16.2977, 22.6508], [-3.1950, 14.0198, 19.3734], [1.1049, 18.2165, 20.3846], [3.9484, 14.1390, 24.9353], [3.7568, 6.7517, 20.4558], [0.3761, 17.9384, 19.6233], [0.2543, 15.7774, 21.1480], [1.5532, 12.9767, 19.8984], [-1.5810, 13.9185, 20.7913], [-3.9167, 15.6687, 20.0510], [3.8723, 11.5944, 25.6022], [2.0690, 17.0622, 20.8539], [0.8690, 12.9022, 21.6748], [-3.4353, 14.4026, 17.9099], [-3.4451, 12.9713, 19.5350], [2.9673, 12.1613, 25.3839], [4.6519, 12.1835, 19.3909], [2.2577, 11.5428, 24.8344], [3.9261, 13.0443, 23.1859], [3.9226, 10.5480, 21.3008], [1.7094, 11.3125, 16.9190], [1.6717, 15.0189, 21.6911], [1.4034, 14.1556, 17.1071], [-3.8157, 15.4149, 17.7740], [3.9968, 7.6675, 20.9960], [4.3351, 14.8848, 18.8985], [0.9550, 8.5677, 20.6173], [-2.6002, 14.3029, 17.2165], [0.5638, 18.6273, 21.2369], [2.0385, 14.0086, 24.2853], [2.3258, 11.1869, 18.2960], [-1.4595, 15.3545, 19.6637], [1.2117, 16.0043, 21.6170], [2.8896, 8.9513, 19.6791], [3.8857, 14.5323, 18.1304], [2.2265, 10.6391, 21.1710], [1.3601, 13.6681, 19.2652], [1.2579, 14.8058, 17.7943], [1.7592, 18.9919, 19.9862], [-4.0372, 14.7274, 20.1963], [3.3033, 12.3549, 22.6159], [3.2852, 13.3853, 24.5108], [-1.1075, 13.7477, 19.1486], [3.0182, 9.9938, 21.5517], [2.4865, 12.4323, 26.3239], [2.8356, 9.8843, 22.6207]],
  "atomic_forces_ev_per_a": [[0.013, 0.096, 0.034], [0.080, 0.329, 0.001], [-0.147, -0.186, 0.118], [-0.039, 0.227, 0.435], [-0.186, -0.412, -0.143], [-0.735, -0.612, -0.326], [-0.241, 0.165, -0.105], [-0.505, -0.344, -0.328], [1.852, 0.348, 1.474], [2.207, -0.351, -1.855], [0.286, 0.796, -0.294], [-0.344, -0.079, 0.437], [0.131, -0.888, 0.462], [-0.077, 0.504, 0.168], [-0.252, 0.015, 0.046], [0.596, -0.299, -0.024], [0.236, 0.039, 0.429], [0.774, -1.435, -0.518], [-0.367, 0.208, -0.094], [0.125, -0.300, -0.470], [-0.240, 0.061, 0.069], [1.277, 0.722, -0.912], [1.591, 0.389, 1.301], [-0.213, -0.093, 0.718], [-0.081, -0.109, 0.022], [0.158, -0.452, 0.049], [-0.073, 0.572, -0.284], [-0.644, -0.161, 0.604], [0.003, 0.566, 0.191], [0.043, 0.094, 0.000], [-0.023, -0.239, 0.054], [-4.063, -1.142, -0.418], [0.361, 0.105, -0.882], [-0.532, -0.660, -0.684], [0.215, -0.052, -0.053], [0.847, 0.270, -0.103], [0.251, -0.066, 0.145], [0.099, -0.145, -0.082], [0.228, -0.192, 0.161], [0.320, -0.280, 0.344], [-0.055, -0.037, -0.235], [0.562, 0.293, -0.105], [0.067, -0.286, -0.341], [0.005, 0.112, 0.328], [-0.907, 0.282, -0.819], [0.015, 0.258, 0.197], [-0.248, -0.043, 0.065], [0.389, -0.130, 0.329], [-0.036, 0.092, -0.010], [0.161, 1.487, 0.442], [0.269, -0.024, 0.375], [-0.396, 0.226, 0.318], [0.642, 0.434, 1.407], [-0.212, -0.098, -0.188], [0.599, -0.351, -0.602], [-0.261, 0.241, 0.159], [-0.247, 0.327, -0.014], [-0.421, -0.015, -0.264], [-0.285, 0.252, -0.210], [-1.783, 0.554, 1.202], [0.172, -0.166, 0.046], [-1.227, -0.315, -0.327], [0.220, -0.155, -0.125], [-0.441, 0.080, -1.205], [0.108, 0.224, -0.066], [0.383, -0.247, -0.047]],
  "e_homo_ha": -0.343,
  "de_lowest_kj_mol": 153.7,
  "smiles": "CC(C)O.CC(C)O.CC(C)O.CC(C)O.O.O.O.O.O.O",
  "energy_ev": -33631.963
}

=====

4.
{
  "formula": "C29H37NO7P",
  "method": "ωB97M-V with the def2-TZVPD basis set",
  "elements": ["H", "C", "P", "H", "C", "H", "C", "C", "H", "C", "O", "C", "C", "H", "O", "C", "H", "H", "H", "C", "O", "H", "H", "H", "H", "C", "O", "H", "H", "O", "O", "C", "H", "C", "H", "H", "C", "H", "H", "H", "H", "H", "H", "H", "H", "C", "H", "C", "C", "C", "N", "H", "C", "C", "H", "C", "H", "H", "C", "H", "O", "H", "C", "H", "C", "H", "H", "C", "C", "H", "H", "C", "C", "C", "C"],
  "xyz": [[-0.8081, 2.7852, -2.0413], [-4.3287, -4.0421, -1.0710], [1.7690, 5.2389, 3.0104], [-3.1594, 2.1798, -2.6453], [5.7476, 6.1654, -0.5982], [-1.9556, -2.0028, -3.1014], [-0.0610, 0.7325, -2.1896], [-7.7065, -7.6057, 3.4738], [6.5383, 3.4222, -0.0096], [-2.7372, 0.0394, -2.8998], [2.2190, 4.3781, 4.1268], [-5.2351, -4.7125, -0.3669], [4.6948, 5.7622, -1.6479], [-5.6119, -7.5212, -2.4296], [-7.5480, -6.4132, 3.3211], [-4.3107, -5.8903, -2.8141], [-5.6477, -4.3528, 0.5672], [5.2790, 3.6539, -1.7545], [4.2853, 4.4619, 1.3668], [-8.0729, -8.1629, 4.8022], [-8.1816, -11.6220, 4.0300], [0.6922, 2.8673, 1.9693], [2.3611, 6.5008, 2.8496], [2.1458, 1.5437, 1.0579], [2.3237, 4.3765, -1.3077], [3.1357, 3.6385, -1.3255], [-2.9688, -3.9680, -2.9919], [4.2366, 4.2035, -3.0289], [7.8940, 6.1237, -0.4177], [-6.5726, -6.6287, -0.1817], [-3.8762, -0.2430, -3.1785], [-1.6621, -0.9896, -2.8546], [-8.1985, -7.4415, 5.5996], [-7.5322, -8.5624, 2.3491], [2.7966, 2.8412, -1.9966], [-3.9046, -6.2525, -3.7497], [-3.7966, -4.5799, -2.3460], [-7.2715, -8.1329, 1.3907], [9.4153, 4.3294, 0.5784], [3.4696, 3.1457, 2.1609], [8.9511, 3.3717, -0.8269], [7.2852, 5.1192, -1.7102], [8.7508, 2.7121, 0.8030], [0.3951, 5.5365, 2.9559], [-7.5604, -10.5935, 1.7393], [-7.6846, -9.8708, 2.5360], [1.5195, 1.8436, -0.4482], [8.6711, 3.6220, 0.2013], [-1.1137, 1.7670, -2.2527], [7.0906, 5.4206, -0.6708], [1.9594, 2.2830, 0.3874], [5.0232, 6.2104, -2.5914], [-5.2176, -6.5642, -2.1127], [-8.0443, -10.4306, 3.8640], [3.7425, 6.2619, -1.4135], [3.4118, 3.8261, 1.2975], [5.9455, 7.2276, -0.7793], [0.3894, -1.3779, -2.4804], [7.2617, 4.2058, 0.2491], [-3.9396, -3.0815, -0.7580], [1.0940, 1.0285, -1.8834], [0.2583, 3.6111, 0.4151], [-8.2292, -9.4705, 4.9838], [4.0556, 2.1916, -0.0470], [-5.7492, -6.0285, -0.8335], [-8.4931, -9.9040, 5.9401], [5.3525, 6.1338, 0.4232], [2.0417, 4.5054, 1.3702], [-0.4162, -0.6559, -2.5205], [1.9446, 5.2854, 0.6054], [7.0349, 4.5175, 1.2783], [4.3979, 4.2755, -1.9490], [1.0866, 3.3373, 1.0661], [3.2911, 2.9683, 0.0383], [-2.3627, 1.4498, -2.5821]],
  "atomic_forces_ev_per_a": [[-0.002, -0.005, -0.001], [0.009, 0.005, -0.007], [-0.088, -0.226, 0.059], [-0.006, -0.004, -0.009], [0.025, -0.030, -0.017], [-0.046, -0.031, 0.036], [-0.010, -0.026, -0.206], [0.012, -0.047, 0.013], [0.012, 0.045, 0.039], [0.062, 0.063, 0.043], [-0.097, 0.158, -0.246], [0.002, -0.025, -0.028], [-0.200, 0.042, -0.001], [-0.002, 0.000, 0.001], [0.021, 0.030, -0.007], [0.002, 0.010, 0.011], [-0.004, -0.007, 0.002], [-0.109, 0.024, 0.037], [0.016, 0.259, -0.315], [-0.004, 0.006, -0.022], [0.002, -0.041, 0.000], [-0.028, 0.158, -0.044], [0.071, 0.058, 0.144], [0.039, -0.109, 0.033], [0.093, -0.030, 0.018], [0.045, -0.002, -0.040], [0.070, 0.017, 0.021], [0.047, -0.007, 0.116], [-0.112, -0.065, -0.047], [-0.019, -0.131, -0.102], [-0.060, -0.041, 0.000], [-0.003, 0.068, -0.039], [-0.003, 0.007, -0.005], [0.004, 0.006, 0.038], [0.065, 0.137, 0.027], [0.003, 0.004, -0.002], [-0.062, -0.022, -0.016], [-0.024, 0.029, 0.030], [-0.125, -0.002, -0.042], [0.157, 0.148, -0.084], [-0.020, -0.013, 0.095], [-0.021, 0.036, 0.109], [-0.029, 0.103, -0.071], [-0.037, 0.100, 0.109], [-0.002, -0.003, 0.002], [-0.016, -0.018, 0.004], [0.093, 0.193, -0.053], [0.044, -0.053, -0.081], [0.043, -0.001, 0.033], [0.226, -0.019, -0.076], [0.086, 0.359, -0.159], [-0.022, -0.076, 0.085], [-0.014, -0.008, 0.017], [0.002, 0.074, 0.004], [0.159, -0.004, -0.036], [0.002, -0.397, 0.051], [-0.066, -0.097, 0.060], [-0.001, 0.001, -0.001], [-0.165, 0.159, 0.102], [-0.002, 0.004, -0.008], [-0.251, -0.082, 0.204], [0.106, -0.090, -0.034], [0.004, -0.022, -0.010], [-0.087, 0.030, 0.200], [0.035, 0.138, 0.061], [-0.001, -0.004, -0.002], [-0.013, -0.162, -0.010], [0.060, -0.041, -0.148], [0.058, -0.009, -0.038], [0.009, -0.042, 0.187], [-0.020, -0.078, -0.098], [0.031, -0.048, -0.006], [0.167, -0.241, 0.017], [-0.129, -0.048, 0.115], [0.016, -0.060, -0.013]],
  "e_homo_ha": -0.409,
  "total_charge": 1,
  "energy_ev": -55775.611
}